No. 1
# C2H6NO

2 unconnected molecules or ions with the total composition C2H6NO (ωB97M-V/def2-TZVPD, OMol25).

Structure (XYZ):
```
10
Properties=species:S:1:pos:R:3:mulliken_charge:R:1
C -0.7782 0.6309 -0.7495 -0.587
C -0.3526 -0.4218 0.1446 0.196
N 1.0820 -0.3880 0.6144 -0.352
O -0.5005 -0.6307 -1.2135 -0.280
H -2.5522 1.4415 -0.7083 0.245
H -0.1760 1.4669 -1.0645 0.281
H -1.0010 -0.9770 0.8115 0.391
H 1.5749 0.4036 0.1702 0.372
H 1.5823 -1.2560 0.3585 0.367
H 1.1213 -0.2695 1.6366 0.367
```

The total charge is +1. The relative energy (zero: lowest compared OMol25 entry of this formula, charge and spin) comes out at 109.4 kcal/mol. The calculation puts the HOMO energy at -14.46 eV. The calculation puts the molar mass at 60.1 g mol⁻¹. The value obtained for the frontier orbital gap is 9.9 eV.

No. 2
# C2H6NO2

A gas-phase ion, C2H6NO2 (charge +1) (ωB97M-V/def2-TZVPD, OMol25).

Structure (XYZ):
```
11
Properties=species:S:1:pos:R:3:mulliken_charge:R:1
N 0.9576 0.7843 -0.3905 -0.284
C 0.0433 -0.2933 -0.1363 0.760
O 0.8016 -1.5170 0.1317 -0.505
C -1.2730 -0.0007 0.3773 -0.600
O -1.0772 -0.3668 -0.9315 -0.350
H 1.6985 0.7053 0.3601 0.385
H 0.5330 1.6747 -0.3472 0.348
H 1.3713 0.8395 -1.3922 0.402
H 0.3651 -2.1223 0.7876 0.366
H -1.9513 -0.7220 1.0628 0.236
H -1.4689 1.0183 0.4781 0.244
```

The total charge is +1. The relative energy (zero: lowest compared OMol25 entry of this formula, charge and spin) comes out at 63.8 kcal/mol. The calculation puts the HOMO energy at -15.97 eV. The calculation puts the molar mass at 76.1 g mol⁻¹. The value obtained for the frontier orbital gap is 11.8 eV.

No. 3
# C2H6NO2

2 unconnected molecules or ions with the total composition C2H6NO2 (ωB97M-V/def2-TZVPD, OMol25).

Structure (XYZ):
```
11
Properties=species:S:1:pos:R:3:mulliken_charge:R:1
C -1.5007 1.4697 0.6708 -0.043
N -1.1147 0.2671 0.8054 -0.040
H -1.2377 2.0826 -0.1924 0.260
H -2.1702 1.9070 1.3749 0.279
H -1.2657 -0.1677 1.7025 0.260
H -0.6939 -0.2796 0.0625 0.247
O 1.3641 0.1386 0.0210 -0.471
C 1.7188 -0.6244 -0.8242 0.243
O 0.9472 -1.7762 -0.9606 -0.481
H 2.4521 -0.4535 -1.5893 0.401
H 1.5007 -2.5636 -1.0707 0.345
```

The total charge is +1. The relative energy (zero: lowest compared OMol25 entry of this formula, charge and spin) comes out at 31.3 kcal/mol. The calculation puts the HOMO energy at -15.35 eV. The calculation puts the molar mass at 76.1 g mol⁻¹. The value obtained for the frontier orbital gap is 10.0 eV.

No. 4
# C2H6NO2P

2 unconnected molecules or ions with the total composition C2H6NO2P (ωB97M-V/def2-TZVPD, OMol25).

Structure (XYZ):
```
12
Properties=species:S:1:pos:R:3:mulliken_charge:R:1
C 0.1673 -0.9061 0.2023 -1.227
C -0.8657 0.0631 -0.1489 0.081
N -2.1987 -0.3461 -0.1212 0.918
O -3.0884 0.4896 -0.1695 -0.557
O -2.5015 -1.5183 0.0678 -0.602
P -0.5862 1.8284 0.0145 0.005
H 0.9820 -0.4981 0.6420 0.490
H -0.3319 -1.5541 0.9382 0.356
H 0.3078 -1.6029 -0.6189 0.272
H -1.2324 0.6881 -2.2022 0.149
H -0.5842 1.7574 1.3792 0.051
H 0.8903 1.7793 -0.0835 0.065
```

The relative energy (zero: lowest compared OMol25 entry of this formula, charge and spin) comes out at 194.1 kcal/mol. The calculation puts the HOMO energy (spin up / spin down) at -9.42 / -9.89 eV. The calculation puts the molar mass at 107.0 g mol⁻¹. The value obtained for the frontier orbital gap (spin up / spin down) is 8.1 / 7.9 eV.